(1)
The following is a quantum chemistry calculation of a molecular structure, C18H12ClF3N2O2 at a distorted geometry, from the Open Molecules 2025 dataset.

Values from the calculation:
Highest occupied orbital energy, eV: -8.75
Largest force on an atom, eV Å⁻¹: 17.1

Each line ends with the Mulliken charge.
CARTESIAN COORDINATES (ANGSTROEM)
1 O 1.05 2.34 -0.73  -0.58
2 C 1.07 1.37 -0.08  0.40
3 N 2.06 1.07 0.72  0.17
4 H 1.85 0.13 1.30  0.27
5 C 3.24 1.42 0.58  -0.79
6 C 4.20 0.56 0.25  1.00
7 C 5.26 0.15 1.12  -1.21
8 C 6.24 -0.59 0.28  -0.09
9 N 6.08 -1.11 -0.90  -0.42
10 C 5.12 -0.83 -1.53  -0.22
11 C 4.06 0.30 -1.05  -0.36
12 H 3.17 0.46 -1.80  0.30
13 H 5.03 -1.41 -2.61  0.24
14 H 7.16 -0.84 1.00  0.25
15 H 5.49 0.65 1.82  0.62
16 H 3.06 2.44 0.21  0.35
17 H 3.51 1.76 1.80  0.19
18 C -0.37 0.51 0.08  0.77
19 C -0.39 -0.69 0.00  -0.17
20 O -1.83 -1.08 0.16  -0.29
21 C -2.55 0.02 -0.12  0.57
22 C -1.76 1.19 0.08  -1.39
23 H -1.89 2.25 -0.09  0.37
24 C -4.02 0.00 0.12  0.80
25 C -4.60 -1.12 -0.25  -0.01
26 C -5.89 -1.35 -0.04  -0.56
27 C -6.71 -0.40 -0.11  0.21
28 C -6.07 1.19 -0.19  -0.66
29 C -4.81 1.07 -0.02  -0.46
30 H -4.22 2.03 -0.10  0.07
31 H -6.69 2.03 -0.27  0.47
32 Cl -8.48 -0.34 -0.26  -0.20
33 H -6.43 -2.30 0.03  0.33
34 H -4.02 -2.32 0.03  0.09
35 C 0.47 -1.97 0.09  0.65
36 F 1.53 -1.52 -0.77  -0.21
37 F 1.15 -2.00 1.12  -0.27
38 F -0.05 -3.07 0.11  -0.23


(2)
The following is a quantum chemistry calculation of a molecular structure, C14H21N5O2 at a distorted geometry, from the Open Molecules 2025 dataset.

Values from the calculation:
Highest occupied orbital energy, eV: -8.16
Largest force on an atom, eV Å⁻¹: 16.4
Energy above the lowest of the compared OMol25 structures with the same formula, charge and spin, kJ/mol: 1846.9

Each line ends with the Mulliken charge.
CARTESIAN COORDINATES (ANGSTROEM)
1 C 2.96 0.05 3.80  -1.32
2 C 2.43 -1.16 3.19  -0.37
3 C 1.00 -1.09 2.64  -0.01
4 H 0.99 -0.29 2.02  0.07
5 H 0.55 -0.64 3.70  0.31
6 C 0.52 -2.46 2.36  -0.91
7 N 1.17 -2.93 1.29  0.37
8 C 1.33 -2.37 -0.25  0.42
9 N 2.20 -3.09 -0.94  -0.25
10 N 2.62 -3.91 -0.07  -0.46
11 N 2.19 -4.05 0.97  -0.32
12 N 0.51 -1.53 -0.68  -0.09
13 H 0.06 -0.65 0.16  0.28
14 C 0.58 -0.86 -1.96  -1.22
15 C -0.47 0.05 -2.36  0.87
16 C -1.31 -0.40 -3.39  -0.96
17 C -2.40 0.53 -3.78  -0.61
18 C -2.82 1.45 -3.02  0.01
19 C -2.16 1.81 -2.08  0.25
20 C -1.09 0.95 -1.50  0.11
21 O -0.21 1.27 -0.38  -0.24
22 C -0.23 2.35 0.21  -0.83
23 H -1.11 2.76 0.65  0.27
24 H 0.58 2.36 0.90  0.36
25 H 0.23 3.28 -0.85  0.20
26 O -2.61 2.83 -1.14  -0.36
27 C -3.68 3.71 -1.33  -0.69
28 H -3.47 4.04 -2.56  0.21
29 H -3.84 4.23 -0.55  0.36
30 H -4.66 2.99 -1.52  0.23
31 H -3.61 2.00 -3.54  0.33
32 H -2.73 0.26 -4.83  0.26
33 H -0.93 -1.16 -4.15  0.29
34 H 1.52 -0.05 -1.71  0.23
35 H 0.88 -1.56 -2.55  0.86
36 H 0.60 -3.38 2.83  0.39
37 H -0.41 -2.28 1.91  0.38
38 H 2.38 -2.16 4.14  0.22
39 H 3.14 -1.65 2.42  0.28
40 H 2.46 0.21 4.64  0.43
41 H 2.85 0.85 3.09  0.35
42 H 3.98 -0.29 4.24  0.30


(3)
The following is a quantum chemistry calculation of a molecular structure, C26H58MnP4S at a distorted geometry, from the Open Molecules 2025 dataset.

Values from the calculation:
Highest occupied orbital energy (alpha / beta), eV: -19.77 / -19.79
Total charge: +4
Largest force on an atom, eV Å⁻¹: 3.6
⟨S²⟩: 4.208
2S+1: 4

Each line ends with the Löwdin spin population.
CARTESIAN COORDINATES (ANGSTROEM)
1 Mn 1.81 -0.03 -0.63  1.51
2 P -0.19 -0.94 -1.61  -0.04
3 P 1.35 -1.18 1.33  -0.06
4 P 3.11 -1.75 -1.77  -0.04
5 H -0.26 1.38 0.73  0.03
6 C 0.71 1.61 0.28  -0.05
7 C 0.82 1.95 -1.11  -0.13
8 H -0.07 1.91 -1.74  -0.01
9 C -1.76 -0.10 -1.12  0.01
10 C -0.74 -2.69 -1.41  -0.01
11 C -0.26 -0.77 -3.44  -0.01
12 C 2.25 -0.36 2.70  -0.01
13 C -0.36 -1.29 1.97  -0.01
14 C 1.89 -2.93 1.42  0.00
15 C 3.72 -1.07 -3.34  -0.01
16 C 2.39 -3.35 -2.33  -0.01
17 C 4.64 -2.38 -0.98  0.00
18 H 1.36 2.13 1.00  0.00
19 H 1.52 2.75 -1.39  -0.01
20 H -1.86 0.88 -1.61  0.00
21 H -1.81 0.05 -0.03  0.01
22 H -2.60 -0.73 -1.43  0.00
23 H -0.88 -2.96 -0.35  0.00
24 H -0.04 -3.40 -1.87  0.00
25 H -1.71 -2.79 -1.92  0.00
26 H -0.29 0.30 -3.70  0.00
27 H -1.17 -1.26 -3.82  0.00
28 H 0.62 -1.23 -3.92  0.00
29 H 2.10 -0.95 3.62  0.00
30 H 1.85 0.65 2.83  0.00
31 H 3.32 -0.29 2.47  0.00
32 H -0.30 -1.74 2.98  0.00
33 H -0.99 -1.93 1.34  0.00
34 H -0.82 -0.29 2.04  0.00
35 H 1.64 -3.30 2.42  0.00
36 H 2.97 -3.02 1.24  0.00
37 H 1.37 -3.54 0.67  0.00
38 H 4.43 -1.77 -3.80  0.00
39 H 4.22 -0.10 -3.16  0.00
40 H 2.88 -0.90 -4.03  0.00
41 H 3.16 -3.96 -2.83  0.00
42 H 1.57 -3.17 -3.03  0.00
43 H 2.01 -3.92 -1.47  0.00
44 H 5.51 -2.15 -1.61  0.00
45 H 4.59 -3.47 -0.85  0.00
46 H 4.81 -1.93 0.00  0.00
47 C 4.94 1.90 -0.62  0.00
48 C 6.21 2.14 -0.04  0.28
49 C 7.01 3.17 -0.55  0.25
50 C 6.53 3.95 -1.62  0.01
51 C 5.27 3.71 -2.18  0.19
52 C 4.47 2.68 -1.69  0.26
53 S 3.94 0.58 0.08  -0.04
54 H 2.81 1.23 -0.68  -0.02
55 H 6.55 1.51 0.79  0.01
56 H 8.00 3.35 -0.12  0.01
57 H 7.15 4.75 -2.02  0.00
58 H 4.89 4.33 -3.00  0.01
59 H 3.50 2.46 -2.13  0.01
60 C -0.85 4.73 0.57  0.01
61 C -1.71 4.25 1.76  0.07
62 C -2.67 5.35 2.20  0.03
63 P -2.42 2.57 1.42  0.53
64 C -2.82 1.73 3.03  0.07
65 C -3.18 2.67 4.18  0.03
66 C -3.81 0.56 2.88  0.00
67 C -4.03 2.81 0.54  0.07
68 C -5.17 3.44 1.35  0.04
69 C -3.83 3.54 -0.80  0.00
70 H -1.46 4.88 -0.33  0.00
71 H -0.06 4.00 0.35  0.00
72 H -0.39 5.70 0.83  0.00
73 H -1.02 4.05 2.60  0.00
74 H -3.32 5.71 1.38  0.00
75 H -3.28 5.06 3.06  0.00
76 H -2.07 6.22 2.52  0.01
77 H -1.83 1.29 3.27  0.01
78 H -4.12 3.21 4.01  0.00
79 H -3.31 2.06 5.08  0.01
80 H -2.38 3.39 4.38  0.00
81 H -3.52 -0.14 2.09  0.00
82 H -4.84 0.90 2.69  0.00
83 H -3.81 0.00 3.83  0.00
84 H -4.32 1.77 0.31  0.00
85 H -4.95 4.47 1.66  0.00
86 H -6.05 3.47 0.70  0.01
87 H -5.43 2.84 2.23  0.00
88 H -2.99 3.12 -1.38  0.00
89 H -4.74 3.41 -1.40  0.00
90 H -3.66 4.62 -0.68  0.00


(4)
The following is a quantum chemistry calculation of C4H12N4O in the gas phase at a distorted geometry, from the Open Molecules 2025 dataset.

Values from the calculation:
Highest occupied orbital energy, eV: -7.51
Largest force on an atom, eV Å⁻¹: 1.9
Energy above the lowest of the compared OMol25 structures with the same formula, charge and spin, kJ/mol: 449.2

Each line ends with the Mulliken charge.
CARTESIAN COORDINATES (ANGSTROEM)
1 C -1.01 0.70 1.07  0.00
2 C -0.76 -0.79 0.78  -0.85
3 C 1.83 -0.85 -1.94  -1.13
4 N -1.07 1.50 -0.44  -0.28
5 C 0.50 -1.09 0.00  0.90
6 N -2.31 0.99 1.45  -0.94
7 N 1.46 -1.80 0.66  -0.41
8 O -0.55 2.82 -0.41  -0.41
9 N 0.61 -0.64 -1.20  -0.53
10 H -1.08 3.25 0.28  0.32
11 H -0.54 0.97 -1.15  0.37
12 H -0.15 1.15 1.58  0.32
13 H -2.36 1.66 2.21  0.17
14 H -2.20 1.54 -0.17  0.49
15 H 2.32 -2.06 0.21  0.19
16 H 1.27 -2.17 1.58  0.20
17 H -0.77 -1.30 1.74  0.29
18 H -1.63 -1.16 0.22  0.27
19 H 2.70 -0.42 -1.45  0.39
20 H 1.73 -0.38 -2.92  0.29
21 H 2.02 -1.92 -2.11  0.35


(5)
The following is a quantum chemistry calculation of 16 unconnected molecules or ions with the total composition C5H41O16 at a distorted geometry, from the Open Molecules 2025 dataset.

Values from the calculation:
Highest occupied orbital energy, eV: -7.47
Total charge: -1
Largest force on an atom, eV Å⁻¹: 2.1
Energy above the lowest of the compared OMol25 structures with the same formula, charge and spin, kJ/mol: 0.0

Each line ends with the Mulliken charge.
CARTESIAN COORDINATES (ANGSTROEM)
1 C 1.20 -2.60 -0.82  -0.80
2 O 2.57 -2.51 -0.48  -0.69
3 C 0.43 -1.38 -0.31  1.35
4 C -1.05 -1.49 -0.64  0.48
5 C -1.78 -2.36 0.40  -0.20
6 C -3.25 -2.59 0.03  -1.62
7 H 1.17 -2.69 -1.89  0.39
8 H 0.82 -3.56 -0.37  0.26
9 H 0.88 -0.49 -0.77  -0.37
10 H 0.57 -1.24 0.77  -0.29
11 H -1.18 -1.97 -1.67  0.34
12 H -1.56 -0.52 -0.66  -0.39
13 H -1.71 -1.86 1.36  -0.05
14 H -1.32 -3.35 0.50  0.40
15 H -3.78 -1.66 -0.10  0.24
16 H -3.80 -3.10 0.84  0.43
17 H -3.35 -3.21 -0.88  0.31
18 H -4.37 2.00 -0.99  0.25
19 H -2.84 2.39 -1.07  0.49
20 O -3.50 1.60 -1.01  -0.80
21 H -0.18 -1.66 3.03  0.46
22 H -0.48 -2.91 2.24  0.36
23 O 0.10 -2.62 2.97  -0.85
24 H 2.49 0.46 2.87  0.48
25 H 3.75 0.27 2.02  0.38
26 O 3.37 -0.03 2.84  -0.86
27 H -3.36 -0.92 -2.69  0.31
28 H -3.32 0.57 -2.36  0.49
29 O -3.26 -0.05 -3.13  -0.81
30 H -1.26 3.47 -1.87  0.47
31 H -1.36 3.50 -0.38  0.44
32 O -1.92 3.60 -1.17  -0.86
33 H 3.76 2.67 1.04  0.21
34 H 2.50 1.81 1.53  0.50
35 O 3.28 1.87 0.82  -0.80
36 H -1.46 1.95 1.17  0.53
37 H -2.75 1.29 0.63  0.30
38 O -2.26 1.45 1.45  -0.79
39 H -0.17 -0.08 -3.28  0.34
40 H -1.60 0.22 -3.70  0.45
41 O -0.67 0.42 -3.90  -0.81
42 H 2.99 -1.67 2.43  0.52
43 H 2.64 -2.54 0.52  0.43
44 O 2.71 -2.57 2.17  -0.85
45 H 2.58 1.19 -1.81  0.34
46 H 2.51 2.14 -0.65  0.33
47 O 2.12 2.03 -1.58  -0.71
48 H 0.52 2.35 1.45  0.32
49 H 0.47 2.45 -0.17  0.36
50 O -0.02 2.78 0.61  -0.85
51 H 1.82 -2.64 2.56  0.39
52 H 1.42 2.32 3.13  0.12
53 O 1.35 1.71 2.41  -1.12
54 H -1.33 0.44 2.57  0.44
55 H 0.18 0.56 2.87  0.49
56 O -0.62 0.00 3.07  -0.80
57 H 3.31 -1.06 -1.10  0.49
58 H 3.87 0.28 -0.54  0.29
59 O 3.68 -0.18 -1.35  -0.89
60 H -0.32 2.09 -3.45  0.49
61 H 0.78 2.68 -2.50  0.37
62 O -0.04 2.90 -2.99  -0.83


(6)
The following is a quantum chemistry calculation of C15H27N3O2 in the gas phase, from the Open Molecules 2025 dataset.

Values from the calculation:
Structure (SMILES): NCCCC[C@H]1CNC(=O)C(=O)N1CC1CCCCC1
Highest occupied orbital energy, eV: -9.33
Largest force on an atom, eV Å⁻¹: 0.6
Energy above the lowest of the compared OMol25 structures with the same formula, charge and spin, kJ/mol: 12.9

Each line ends with the Mulliken charge.
CARTESIAN COORDINATES (ANGSTROEM)
1 N 3.10 -4.72 -1.52  -0.64
2 H 3.60 -5.01 -0.68  0.26
3 H 2.23 -5.23 -1.55  0.26
4 C 2.86 -3.30 -1.50  -0.79
5 C 2.02 -2.80 -0.31  -0.24
6 C 1.81 -1.29 -0.36  -0.84
7 C 1.08 -0.72 0.85  -0.78
8 H 1.09 0.37 0.79  0.26
9 H 1.61 -1.00 1.76  0.62
10 C -0.40 -1.18 0.95  -0.35
11 N -1.29 -0.09 1.31  0.36
12 C -1.42 0.31 2.60  1.12
13 O -2.19 1.18 2.95  -0.63
14 C -0.56 -0.43 3.62  -0.06
15 O -0.18 0.07 4.65  -0.61
16 N -0.28 -1.72 3.30  -0.05
17 H 0.21 -2.27 3.98  0.24
18 C -0.58 -2.28 2.00  -1.12
19 H 0.09 -3.12 1.81  0.55
20 H -1.62 -2.64 1.97  0.29
21 C -2.07 0.55 0.28  -2.19
22 H -2.54 -0.23 -0.34  0.28
23 H -2.86 1.11 0.79  0.52
24 C -1.26 1.50 -0.61  1.93
25 C -2.14 2.02 -1.75  -1.04
26 C -1.34 2.97 -2.65  -0.70
27 C -0.80 4.14 -1.84  -0.68
28 C 0.07 3.63 -0.69  -0.80
29 C -0.73 2.69 0.20  -0.87
30 H -1.58 3.22 0.64  0.37
31 H -0.11 2.34 1.03  0.32
32 H 0.43 4.48 -0.10  0.36
33 H 0.93 3.11 -1.09  0.29
34 H -1.63 4.72 -1.43  0.31
35 H -0.22 4.80 -2.48  0.35
36 H -1.98 3.33 -3.45  0.38
37 H -0.51 2.43 -3.10  0.33
38 H -3.00 2.54 -1.34  0.32
39 H -2.51 1.18 -2.34  0.40
40 H -0.42 0.96 -1.04  -0.28
41 H -0.72 -1.55 -0.02  0.62
42 H 2.79 -0.81 -0.43  0.51
43 H 1.26 -1.03 -1.27  0.21
44 H 2.52 -3.06 0.62  0.27
45 H 1.05 -3.31 -0.33  0.22
46 H 2.36 -3.03 -2.43  0.37
47 H 3.83 -2.80 -1.48  0.38


> Which formula does entry 1 have?

C18H12ClF3N2O2